Entry 1
Computed, not measured: C9H14OSe as an isolated structure, with the ωB97M-V functional and the def2-TZVPD basis.

ORCA input file:
```
! wB97M-V def2-TZVPD RIJCOSX def2/J DEFGRID3
* xyz 0 1
Se 0.63036 -1.34327 0.05683
O -1.67269 -1.54388 0.32777
C -2.54669 -0.69835 0.22013
C 3.03717 0.05301 0.93324
C -3.48009 -0.55341 -0.95334
C 2.38941 1.18726 0.76195
C 2.74372 -0.83375 -0.19369
C 0.23275 0.44985 -0.25450
C 1.54674 1.10885 -0.50725
C -2.69889 0.33941 1.31119
C 2.51279 0.12613 -1.26621
H 3.76105 -0.26957 1.74768
H 3.53702 0.61221 -1.48554
H 3.21239 -1.85303 -0.25831
H -2.78395 -0.05364 2.36019
H -3.32922 -1.40440 -1.66290
H -3.55123 0.94523 1.09972
H 0.87193 -1.32133 1.51084
H 1.33200 2.00300 -1.10884
H 2.07510 -0.26485 -2.24695
H -3.19632 0.36183 -1.32131
H -1.72107 0.87117 1.26404
H -4.63787 -0.63806 -0.67250
H 2.26975 2.05509 1.46546
H -0.53417 0.66452 -1.12770
*
```

Output
**LUMO**: 0.66 eV
**HOMO energy**: -6.55 eV
**Gap between HOMO and LUMO**: 7.21 eV

Löwdin atomic charge list, values in e, 4 entries: 1.187 -0.170 -0.512 -0.177

=====

Entry 2
Computed, not measured: C9H14OSe as an isolated structure, with the ωB97M-V functional and the def2-TZVPD basis.

ORCA input file:
```
! wB97M-V def2-TZVPD RIJCOSX def2/J DEFGRID3
* xyz 0 1
Se 1.64651 -0.68399 0.18558
O 1.55036 1.49634 -0.69124
C 1.10050 -2.51707 0.60571
C 0.63009 2.22679 -0.91234
C -0.02966 -0.18620 0.66265
C 0.34131 -2.17860 1.86608
C -0.73310 -1.35226 1.26047
C 0.45392 3.51231 -0.12987
C -0.29287 1.83448 -1.97338
C -0.01547 -2.77030 -0.30543
C -1.12417 -2.14955 0.11173
H -1.53427 -1.02494 1.80643
H 0.28589 0.72815 1.20771
H -0.00235 3.19113 0.81151
H -0.03082 0.85995 -2.22298
H -0.07079 2.47660 -2.75563
H 0.15548 -3.47345 -1.05890
H 1.34699 4.04235 0.23713
H -0.27080 4.19712 -0.69564
H 1.93355 -3.18759 0.59605
H -2.03037 -2.01136 -0.46203
H 0.88519 -1.63717 2.72428
H -1.26753 2.11947 -1.68277
H -0.06466 -3.07803 2.37531
H 1.46365 -1.22562 -1.28682
*
```

Output
**LUMO**: 0.68 eV
**HOMO energy**: -6.49 eV
**Gap between HOMO and LUMO**: 7.17 eV

Löwdin atomic charge list, values in e, 4 entries: 1.222 -0.141 -0.469 -0.539

=====

Tell me which of them is the most stable. Sure, it is entry 1.

=====

Entry 1
Computed, not measured: C24H36AuP2Si as an isolated structure, with the ωB97M-V functional and the def2-TZVPD basis.

ORCA input file:
```
! wB97M-V def2-TZVPD RIJCOSX def2/J DEFGRID3
* xyz 1 3
Au -0.00773 0.17471 1.01718
P -1.74206 -0.04378 2.57323
P -0.86754 2.34704 0.86068
Si 3.18619 2.27774 -0.80592
C -0.96335 -2.38089 -0.97462
C 0.82108 -0.90327 -0.88315
C 4.38614 0.28230 -2.33776
C 0.89459 -1.78526 0.29124
C 3.00732 4.28715 -2.79028
C -0.25871 3.51411 2.12005
C 2.81213 2.92139 -2.50194
C -0.20282 -2.71444 0.17443
C 3.91134 -0.42142 -0.08081
C -1.28996 0.41167 4.26367
C -0.36411 -1.26642 -1.62190
C 1.33768 2.72528 -4.44085
C 3.88254 0.57198 -1.06977
C 1.37947 4.11076 -4.59854
C 2.09103 2.12004 -3.42498
C 4.47235 -1.67257 -0.36770
C -2.41919 -1.72907 2.52430
C 2.29737 4.86462 -3.84664
C 3.91503 3.05304 0.70669
C 4.94899 -1.97211 -1.65388
C 4.88665 -0.98742 -2.64338
C -0.76436 3.19997 -0.74163
C -2.68202 2.22850 1.12539
C -3.11163 1.08801 2.06732
H 2.06769 1.03030 -3.32793
H -1.60898 -2.46073 2.67357
H -3.17225 -1.84196 3.32102
H 1.62593 -0.29651 -1.28576
H -0.37930 -3.57132 0.83702
H -0.40991 1.06053 4.26639
H 5.22848 -1.19492 -3.65825
H 5.35440 -2.97469 -1.87997
H 0.72666 2.08769 -5.08939
H 1.76292 -1.93988 0.93348
H 0.72911 4.58723 -5.33120
H 1.49868 1.90261 -0.78260
H 0.14661 3.81260 -0.84034
H -3.54762 1.46150 3.00484
H 0.83553 3.63531 2.05121
H -0.73103 4.49270 1.93394
H 4.13428 2.30333 1.46854
H 4.87489 3.44363 0.32660
H -3.02533 3.22014 1.45707
H -0.79558 2.48322 -1.57274
H -1.64323 3.86108 -0.82844
H -1.84134 -2.93231 -1.34204
H 1.88409 1.71477 0.03868
H 3.65060 4.87920 -2.13227
H 2.44308 5.92195 -4.06873
H -0.68393 -0.80826 -2.57339
H 3.45687 -0.23919 0.89696
H -0.50335 3.18071 3.13947
H 4.51168 -2.43867 0.40923
H 3.35977 3.87390 1.19364
H -3.10139 2.08415 0.11844
H -2.88820 -1.91151 1.54305
H 4.34505 1.02950 -3.12660
H -2.13628 0.92236 4.73764
H -3.86852 0.43107 1.60426
H -1.07207 -0.49983 4.82082
*
```

Output
**LUMO (spin up / spin down)**: -2.06 / -4.12 eV
**HOMO energy (spin up / spin down)**: -7.26 / -10.42 eV
**<S²>**: 2.027
**Gap between HOMO and LUMO (spin up / spin down)**: 5.19 / 6.30 eV

Löwdin atomic charge list, values in e, 4 entries: 0.673 0.722 0.694 0.640

=====

Entry 2
Computed, not measured: C24H36AuP2Si as an isolated structure, with the ωB97M-V functional and the def2-TZVPD basis.

ORCA input file:
```
! wB97M-V def2-TZVPD RIJCOSX def2/J DEFGRID3
* xyz 1 3
Au -0.56519 0.70410 0.79529
P -2.58082 -0.34970 0.13204
P -1.38513 0.21078 2.93766
Si -0.94581 1.76373 -3.42202
C 1.64982 2.19627 -4.50573
C 0.00835 -0.21219 4.00724
C -4.00357 0.78292 0.03975
C 1.64170 1.10563 0.53919
C 1.64079 -1.05277 -0.35540
C -2.48224 -1.25816 2.83296
C -3.02234 -1.58680 1.42424
C 2.57682 3.38943 -2.13291
C 2.28416 -1.09268 0.90645
C -0.29860 -0.58642 -4.63605
C -1.19334 0.50463 -4.73981
C 1.20401 3.23475 -2.35321
C 2.30951 0.20561 1.45300
C 1.31969 0.30658 -0.65023
C -2.31017 0.40942 -5.58369
C -0.63570 -1.82698 -5.18287
C 3.48974 2.93911 -3.09227
C -2.48083 -1.22902 -1.45850
C 3.02397 2.38870 -4.29144
C -1.78226 -1.93999 -5.97967
C -2.25437 2.85351 -2.69617
C -2.59719 -0.82285 -6.18925
C 0.74039 2.51860 -3.47645
C -2.33396 1.54636 3.69854
H 4.56282 3.05170 -2.91900
H -2.62046 -2.55212 1.08022
H 2.94332 3.86266 -1.21444
H -3.17754 -2.08257 -1.47131
H -3.48292 -0.92279 -6.81854
H -3.85245 1.51977 -0.75890
H -2.74215 -0.57052 -2.29940
H -2.52336 3.48418 -3.55820
H 3.73708 2.07775 -5.06142
H 0.46125 -1.15657 3.67600
H -0.32572 -0.29967 5.05063
H -0.37930 0.47499 -2.52230
H 0.76331 0.57978 3.92451
H -3.12840 1.13141 4.33945
H -1.85931 3.48386 -1.89503
H -4.14071 1.32054 0.98976
H 1.48071 -1.89138 -1.02044
H -1.05564 0.73160 -2.08536
H 2.80588 0.50541 2.37661
H 2.76928 -1.96831 1.34427
H -2.78138 2.18767 2.92556
H -1.46163 -1.60434 -1.61296
H -1.89339 -2.11313 3.20215
H -0.00502 -2.68792 -4.97493
H 1.67575 2.19072 0.55459
H -3.31711 -1.10191 3.53551
H -3.15893 2.32974 -2.37010
H -1.64047 2.14899 4.30628
H 1.19829 0.72777 -1.63609
H 0.63188 -0.50303 -4.05782
H -4.91350 0.20429 -0.17769
H 0.49118 3.62018 -1.62008
H -2.93963 1.28522 -5.74237
H -4.11973 -1.69179 1.44172
H -2.01711 -2.90122 -6.44892
H 1.29104 1.75597 -5.43843
*
```

Output
**LUMO (spin up / spin down)**: -2.35 / -4.17 eV
**HOMO energy (spin up / spin down)**: -6.66 / -10.44 eV
**<S²>**: 2.026
**Gap between HOMO and LUMO (spin up / spin down)**: 4.31 / 6.27 eV

Löwdin atomic charge list, values in e, 4 entries: 0.676 0.715 0.716 0.641

=====

Tell me which of them is the most stable. Sure, it is entry 1.

=====

Entry 1
Computed, not measured: one molecule with the formula C2H3F2N, with the ωB97M-V functional and the def2-TZVPD basis.

ORCA input file:
```
! wB97M-V def2-TZVPD RIJCOSX def2/J DEFGRID3
* xyz 0 1
F 1.15658 -1.59607 0.30374
F -2.00696 0.02995 0.02885
N 0.25665 -0.77981 -0.44260
C -0.57818 -0.07747 0.39789
C 0.44237 0.63656 -0.40634
H -0.00313 1.04951 -1.37465
H -0.51101 -0.29271 1.38296
H 1.24368 1.03003 0.11014
*
```

Output
**LUMO**: 1.07 eV
**HOMO energy**: -10.66 eV
**Gap between HOMO and LUMO**: 11.73 eV
**Structure (SMILES)**: F[C@@H]1CN1F

Löwdin atomic charge list, values in e, 4 entries: -0.046 -0.050 -0.020 -0.235

=====

Entry 2
Computed, not measured: one molecule with the formula C2H3F2N, with the ωB97M-V functional and the def2-TZVPD basis.

ORCA input file:
```
! wB97M-V def2-TZVPD RIJCOSX def2/J DEFGRID3
* xyz 0 1
F 2.03963 0.21801 -0.31442
F -1.39220 -0.81753 -0.29044
N -0.86803 1.43882 -0.08822
C 0.95391 -0.47875 0.12433
C -0.63454 0.23885 -0.06674
H 0.93781 -0.86856 1.15570
H -1.86085 1.64763 -0.14216
H 0.82427 -1.37847 -0.37805
*
```

Output
**LUMO**: 0.92 eV
**HOMO energy**: -11.11 eV
**Gap between HOMO and LUMO**: 12.03 eV
**Structure (SMILES)**: [H]/N=C(\F)CF

Löwdin atomic charge list, values in e, 4 entries: -0.013 0.078 0.177 -0.107

=====

Tell me which of them is the most stable. Sure, it is entry 2.

=====

Entry 1
Computed, not measured: one molecule with the formula C3H6N4O3, with the ωB97M-V functional and the def2-TZVPD basis.

ORCA input file:
```
! wB97M-V def2-TZVPD RIJCOSX def2/J DEFGRID3
* xyz 0 1
O 3.25636 -1.40724 0.47531
O 3.77185 0.57959 -0.62591
O 1.10507 1.42008 -0.07313
N -1.52799 0.92525 0.61974
N -3.09090 -0.26983 -0.41551
N -0.84070 -1.20030 -0.48016
N 0.43181 -1.00126 -0.13270
C 1.25957 0.17727 -0.00571
C -1.74095 -0.24522 -0.18789
C 2.82010 -0.25767 0.10807
H -3.47062 -1.36196 -0.34486
H -3.43921 0.23347 0.40269
H -2.36049 1.36167 0.31638
H -0.60499 1.29809 0.61959
H 3.50441 1.54605 -0.80202
H 0.92667 -1.79800 0.52614
*
```

Output
**LUMO**: -0.09 eV
**HOMO energy**: -8.94 eV
**Gap between HOMO and LUMO**: 8.85 eV
**Structure (SMILES)**: NC(N)=NNC(=O)C(=O)O

Löwdin atomic charge list, values in e, 4 entries: 0.032 0.019 0.004 0.141

=====

Entry 2
Computed, not measured: one molecule with the formula C3H6N4O3, with the ωB97M-V functional and the def2-TZVPD basis.

ORCA input file:
```
! wB97M-V def2-TZVPD RIJCOSX def2/J DEFGRID3
* xyz 0 1
O -1.18366 -1.10539 -1.15109
O -3.43788 -0.83822 0.13310
O -3.06358 1.48742 0.04750
N 1.27379 -0.60311 0.98552
N 2.93857 0.10802 -0.54863
N -0.34372 0.79359 0.34971
N 0.78703 1.00661 -0.66342
C 1.62229 0.22233 -0.05094
C -1.26865 -0.06629 -0.37391
C -2.62079 0.39717 -0.09555
H 3.33345 -0.15632 0.44101
H 1.97396 -1.23488 1.07095
H -0.95957 1.74855 0.07858
H 0.52974 -1.31226 0.92462
H 3.26453 1.05815 -0.97554
H -2.84552 -1.50537 -0.17192
*
```

Output
**LUMO**: -0.60 eV
**HOMO energy**: -9.82 eV
**Gap between HOMO and LUMO**: 9.22 eV
**Structure (SMILES)**: NC(N)=NNC(=O)C(=O)O

Löwdin atomic charge list, values in e, 4 entries: 0.046 0.059 0.168 0.118

=====

Tell me which of them is the most stable. Sure, it is entry 1.